C17H19N3O5S | ωB97M-V/def2-TZVPD

The geometry in XYZ format:
```
45
Properties=species:S:1:pos:R:3:lowdin_charge:R:1
C 6.97 0.20 -0.07 -0.062
C 5.96 -0.70 -0.78 -0.216
O 4.67 -0.10 -0.83 -0.014
C 3.90 -0.24 0.25 -0.452
O 4.23 -0.85 1.24 0.109
C 2.59 0.44 0.10 -0.126
C 1.70 0.43 1.17 0.003
C 0.48 1.06 1.09 0.000
C 0.12 1.71 -0.08 -0.210
N -1.10 2.37 -0.24 0.133
C -2.21 2.25 0.53 -0.564
O -2.28 1.68 1.59 0.046
C -3.43 2.99 -0.05 -0.340
S -4.89 1.93 0.20 1.030
C -4.19 0.46 -0.40 -0.630
N -3.08 0.53 -1.03 0.122
C -2.41 -0.61 -1.40 -0.430
O -1.52 -0.58 -2.22 0.116
C -2.80 -1.87 -0.64 -0.134
C -2.05 -1.82 0.72 -0.179
C -2.23 -3.10 1.52 -0.080
C -4.29 -1.95 -0.39 -0.409
O -4.94 -2.95 -0.31 0.122
N -4.88 -0.70 -0.17 0.144
C 1.00 1.73 -1.16 -0.009
C 2.23 1.10 -1.07 -0.002
H 7.01 1.17 -0.55 0.077
H 6.67 0.33 0.97 0.075
H 7.95 -0.26 -0.10 0.076
H 6.25 -0.86 -1.82 0.123
H 5.89 -1.66 -0.26 0.121
H 1.99 -0.09 2.08 0.122
H -0.20 1.04 1.93 0.104
H -1.23 2.78 -1.16 0.144
H -3.34 3.21 -1.11 0.081
H -3.63 3.90 0.52 0.091
H -2.48 -2.76 -1.19 0.165
H -2.41 -0.96 1.29 0.112
H -0.99 -1.66 0.50 0.121
H -3.28 -3.30 1.72 0.072
H -1.82 -3.95 0.97 0.082
H -1.70 -3.01 2.46 0.077
H -5.84 -0.68 0.15 0.157
H 0.72 2.23 -2.08 0.116
H 2.91 1.11 -1.91 0.119
```

Properties
**E_LUMO**: -0.06 eV
**Energy above the lowest of the compared OMol25 structures with the same formula, charge and spin**: 0.0 kJ/mol



C33H48F11N6O8S2 | ωB97M-V/def2-TZVPD

The geometry in XYZ format:
```
108
Properties=species:S:1:pos:R:3:lowdin_charge:R:1
C 3.02 -1.74 3.10 -0.085
C 3.41 -0.19 2.74 -0.235
O 4.62 -0.04 1.91 -0.210
C 4.32 -0.32 0.49 -0.150
C 3.71 1.05 -0.27 -0.135
O 3.63 0.70 -1.69 -0.182
C 2.46 1.34 -2.35 -0.115
N 1.15 0.55 -2.14 -0.023
C 1.47 -0.87 -2.51 -0.098
C 0.12 -1.86 -2.63 -0.591
S -0.19 -2.38 -0.81 0.767
C 0.66 -3.19 -3.42 -0.157
C 1.80 -4.07 -2.64 -0.125
C 1.22 -5.54 -2.11 -0.298
N 1.32 -6.06 -0.70 0.081
O 0.65 -6.37 -3.02 -0.068
N -1.06 -1.16 -3.20 -0.030
C -2.15 -2.01 -3.76 -0.196
F -2.47 -3.24 -2.95 0.014
F -1.91 -2.53 -5.15 0.012
F -3.49 -1.31 -3.86 0.022
C -0.78 0.12 -3.92 -0.139
C -0.04 0.02 -5.37 -0.091
O -0.63 0.84 -6.44 -0.185
O 0.37 1.26 -7.18 -0.062
C -0.04 1.17 -2.84 -0.249
C 0.24 2.59 -3.60 -0.130
C -1.04 3.32 -4.30 -0.146
C -1.92 4.30 -3.28 -0.214
N -3.27 3.68 -3.03 -0.124
C -4.02 4.33 -1.88 -0.205
C -5.30 3.31 -1.55 -0.054
C -4.87 1.91 -0.75 -0.028
C -5.95 0.74 -0.36 -0.061
C -7.53 1.02 -0.84 -0.051
C -7.97 2.43 -1.61 0.006
C -6.85 3.60 -2.00 -0.157
O -7.17 4.86 -2.71 -0.087
C -1.20 1.34 -1.64 -0.151
C -0.88 2.52 -0.56 -0.438
S -0.29 1.86 1.13 0.874
C 1.09 3.10 1.59 -0.423
N 2.33 2.91 2.43 -0.007
N 3.04 4.11 2.45 -0.008
C 2.33 5.16 1.62 -0.009
O 1.12 4.50 1.08 -0.142
H 1.87 -1.88 2.90 0.079
H 3.58 -2.50 2.37 0.088
H 3.24 -2.01 4.23 0.066
H 3.62 0.44 3.72 0.143
H 2.50 0.25 2.11 0.087
H 3.55 -1.19 0.38 0.118
H 5.33 -0.62 -0.04 0.152
H 4.47 1.94 -0.17 0.163
H 2.65 1.27 0.17 0.085
H 2.40 2.43 -1.86 0.173
H 2.75 1.39 -3.50 0.178
H 1.02 0.56 -1.08 0.145
H 2.11 -0.95 -3.50 0.169
H 2.10 -1.39 -1.63 0.126
H -1.54 -1.95 -0.60 -0.066
H -0.16 -3.94 -3.78 0.132
H 1.19 -2.79 -4.42 0.133
H 2.29 -3.55 -1.71 0.090
H 2.69 -4.33 -3.38 0.149
H 1.88 -5.44 -0.06 0.079
H 0.40 -6.33 -0.29 0.105
H -1.85 0.62 -4.12 0.175
H 1.07 0.40 -5.20 0.129
H 0.07 -1.07 -5.80 0.150
H 0.48 2.25 -7.14 0.141
H 0.73 3.43 -2.90 0.128
H 1.05 2.45 -4.47 0.120
H -1.76 2.63 -4.91 0.113
H -0.58 4.08 -5.10 0.131
H -2.13 5.31 -3.88 0.132
H -1.33 4.63 -2.32 0.113
H -3.84 3.71 -3.93 0.142
H -4.50 5.37 -2.21 0.128
H -3.37 4.56 -0.94 0.115
H -3.75 1.73 -0.45 0.055
H -5.60 -0.24 0.18 0.080
H -8.30 0.16 -0.58 0.092
H -9.10 2.56 -1.92 0.095
H -7.74 5.40 -2.06 0.138
H -1.21 0.32 -1.03 0.085
H -2.29 1.41 -2.13 0.126
H -1.91 3.06 -0.32 0.076
H -0.15 3.36 -0.91 0.073
H 2.59 6.27 1.36 0.151
C 2.28 -4.59 8.07 -0.053
C 2.61 -3.61 6.93 -0.433
C 3.42 -2.39 7.36 -0.285
F 2.76 -1.63 8.25 0.090
F 3.67 -1.59 6.28 0.069
F 1.46 -3.26 6.30 0.119
F 3.35 -4.31 6.01 0.098
O 0.97 -4.46 8.65 0.032
C 0.85 -3.48 9.67 -0.477
C -0.11 -2.34 9.30 -0.264
F 0.29 -1.70 8.18 0.085
F -0.17 -1.41 10.28 0.096
F 2.08 -3.03 10.01 0.124
F 0.38 -4.14 10.76 0.141
H 2.28 -5.59 7.63 0.153
H 3.06 -4.63 8.84 0.149
H 4.38 -2.68 7.78 0.178
H -1.12 -2.73 9.12 0.176
```

Properties
**E_LUMO**: -2.78 eV
**Charge**: +1
**Energy above the lowest of the compared OMol25 structures with the same formula, charge and spin**: 1190.9 kJ/mol



C25H21B2Br3F8MnN4O8 | ωB97M-V/def2-TZVPD

The geometry in XYZ format:
```
72
Properties=species:S:1:pos:R:3:lowdin_charge:R:1
Mn -16.68 18.82 12.30 1.247
B -17.04 16.70 11.34 -1.254
F -17.33 17.84 10.51 0.104
F -15.71 16.86 11.76 0.143
F -17.86 16.95 12.50 0.090
F -17.30 15.51 10.74 0.203
B -14.90 20.48 11.46 -1.195
F -15.15 20.18 12.87 0.045
F -16.21 20.37 10.89 0.091
F -14.31 21.69 11.29 0.210
F -14.10 19.43 11.01 0.149
C -16.99 12.50 9.61 -1.631
Br -17.99 12.51 7.98 0.577
Br -15.18 11.89 9.31 0.589
Br -17.85 11.42 10.97 0.565
H -16.97 13.52 9.99 -0.067
C -14.72 15.75 8.44 -0.056
C -14.12 16.99 8.61 -0.046
C -13.30 17.54 7.65 0.003
C -13.08 16.81 6.49 -0.171
C -13.62 15.55 6.30 -0.006
C -14.41 15.01 7.31 -0.075
N -12.27 17.40 5.43 -0.353
O -11.68 18.43 5.67 0.078
O -12.26 16.83 4.35 0.074
H -15.45 15.47 9.18 0.091
H -14.38 17.53 9.52 0.093
H -12.84 18.50 7.81 0.126
H -13.34 15.00 5.42 0.121
H -14.83 14.02 7.16 0.072
C -21.51 15.32 10.77 -0.061
C -22.50 15.92 9.99 -0.058
C -22.81 17.26 10.20 -0.007
C -22.13 17.97 11.16 -0.178
C -21.13 17.39 11.92 -0.016
C -20.83 16.05 11.73 -0.062
N -22.42 19.39 11.35 -0.341
O -23.39 19.85 10.78 0.078
O -21.68 20.03 12.08 0.059
H -21.29 14.27 10.62 0.110
H -23.06 15.36 9.26 0.109
H -23.60 17.74 9.64 0.121
H -20.57 18.05 12.55 0.110
H -20.05 15.58 12.32 0.104
C -16.40 19.66 5.95 -0.055
C -16.33 18.29 6.15 -0.060
C -17.28 17.68 6.95 0.004
C -18.19 18.44 7.66 -0.164
C -18.18 19.82 7.56 -0.003
C -17.30 20.43 6.69 -0.050
N -19.20 17.78 8.48 -0.337
O -19.43 16.60 8.32 0.092
O -19.88 18.51 9.19 0.069
H -15.72 20.16 5.27 0.110
H -15.60 17.65 5.67 0.102
H -17.31 16.60 6.93 0.120
H -18.90 20.43 8.09 0.122
H -17.38 21.49 6.50 0.107
C -14.45 18.76 18.96 -0.052
C -13.34 18.30 18.25 -0.051
C -13.42 18.04 16.88 0.009
C -14.62 18.28 16.24 -0.137
C -15.73 18.75 16.92 0.008
C -15.65 18.96 18.29 -0.057
N -14.73 17.95 14.83 -0.289
O -13.77 17.53 14.25 0.168
O -15.84 18.10 14.29 -0.024
H -14.34 18.91 20.02 0.111
H -12.41 18.10 18.76 0.111
H -12.51 17.76 16.37 0.126
H -16.69 18.92 16.44 0.120
H -16.54 19.28 18.80 0.113
```

Properties
**2S+1**: 6
**E_LUMO (spin up / spin down)**: -1.84 / -1.89 eV
**Energy above the lowest of the compared OMol25 structures with the same formula, charge and spin**: 0.0 kJ/mol



C3H8NO2P | ωB97M-V/def2-TZVPD

The geometry in XYZ format:
```
15
Properties=species:S:1:pos:R:3:lowdin_charge:R:1
C -1.49 1.97 -0.69 -0.106
N -0.57 1.21 -0.33 -0.139
P -1.00 -0.42 -0.04 0.626
C -0.44 -0.69 1.71 -0.168
O -2.71 -0.87 -0.27 -0.491
O -0.17 -1.20 -1.08 -0.284
C 1.25 -1.03 -1.38 -0.037
H -1.25 3.12 -0.73 0.107
H -2.47 1.44 -0.99 0.090
H -1.48 -0.47 2.25 0.098
H -0.24 -1.82 1.72 0.067
H 0.46 -0.06 1.80 0.036
H 1.21 -0.97 -2.39 0.054
H 1.91 -1.85 -1.17 0.085
H 1.55 -0.20 -0.80 0.063
```

Properties
**E_LUMO**: 0.74 eV
**Energy above the lowest of the compared OMol25 structures with the same formula, charge and spin**: 216.4 kJ/mol



C4H6O | ωB97M-V/def2-TZVPD

The geometry in XYZ format:
```
11
Properties=species:S:1:pos:R:3:lowdin_charge:R:1
C -2.40 -0.34 -0.58 0.106
C -1.24 -0.58 -0.33 -0.165
C 0.20 -0.72 -0.21 -0.185
C 0.87 0.67 0.02 -0.259
O 1.90 0.65 0.99 -0.071
H -3.43 -0.10 -0.66 0.020
H 0.51 -1.21 -1.14 0.115
H 0.52 -1.40 0.59 0.117
H 0.10 1.40 0.28 0.115
H 1.34 1.01 -0.91 0.118
H 1.48 0.63 1.86 0.090
```

Properties
**E_LUMO**: 0.92 eV
**Energy above the lowest of the compared OMol25 structures with the same formula, charge and spin**: 146.2 kJ/mol